Entry from OMol25: a single C5H8N2 molecule (ωB97M-V/def2-TZVPD).

Results
* ΔE to the lowest compared entry with this formula, charge and spin: 188.0 kJ/mol
* net charge: 0
* structure (SMILES): N#C[C@H](N)C1CC1
* maximum force: 0.0251 hartree/bohr
* orbital gap: 11.0 eV

Geometry as XYZ:
```
15
Properties=species:S:1:pos:R:3:forces:R:3
N -0.04185 2.15404 -0.43736 -0.050 0.156 -0.196
C -0.59858 0.82850 -0.31050 0.029 -0.226 0.274
C -0.98256 0.06748 -1.53271 0.034 -0.897 -0.516
N -1.02623 -0.86822 -2.21291 -0.490 1.177 -0.196
C 0.47533 -0.11121 0.24262 0.051 0.213 -0.113
C 0.34392 -1.58545 0.19385 0.295 -0.213 0.769
C 0.49802 -0.83668 1.54004 0.028 -0.323 0.058
H -0.73494 2.86736 -0.61639 -0.064 -0.080 -0.081
H 0.65640 2.19082 -1.17098 -0.031 0.026 0.063
H -1.47161 0.88031 0.34779 0.116 -0.082 -0.062
H 1.46364 0.22361 -0.06669 -0.113 0.058 0.017
H -0.64889 -2.01536 0.09060 0.130 0.241 -0.086
H 1.09145 -2.15249 -0.35837 0.104 0.115 0.560
H 1.38804 -0.73112 2.16294 -0.091 -0.433 -0.395
H -0.41213 -0.91159 2.12807 0.051 0.268 -0.096
```
Forces are in eV/Å.